{"formula": "C41H33N2O15P", "method": "ωB97M-V/def2-TZVPD", "symbols": ["O", "O", "C", "C", "H", "C", "H", "H", "C", "C", "C", "O", "C", "H", "H", "H", "C", "H", "C", "C", "H", "C", "C", "C", "C", "C", "H", "N", "N", "H", "O", "C", "P", "O", "C", "H", "H", "H", "H", "H", "C", "O", "H", "C", "C", "C", "H", "H", "C", "C", "H", "H", "H", "C", "O", "H", "H", "H", "H", "O", "C", "C", "H", "C", "C", "O", "C", "H", "C", "O", "O", "H", "C", "C", "C", "C", "C", "C", "O", "O", "C", "H", "C", "O", "C", "H", "H", "O", "C", "H", "C", "H"], "xyz": [[-3.568, -1.245, -3.567], [-0.362, 1.036, -2.030], [-10.520, -0.882, -2.438], [-9.587, -1.741, -1.676], [-8.067, -1.840, -0.202], [7.598, 0.119, 9.070], [8.635, -4.183, 1.539], [9.077, -2.873, 10.094], [6.438, -1.256, 4.006], [-5.544, 0.153, -3.288], [-8.734, 0.225, -0.485], [-6.058, 2.487, -0.996], [4.464, -0.927, 1.966], [-6.011, 1.756, -0.333], [-1.587, -1.836, 1.014], [-2.103, 0.266, 2.235], [-3.261, 2.580, -0.415], [-6.156, -0.380, -4.111], [0.584, -1.450, 0.738], [-3.206, 2.132, -3.053], [7.239, -1.398, 4.717], [-3.400, 4.625, -7.294], [-2.552, 2.319, 1.011], [8.469, -2.217, 9.483], [-5.721, 4.602, -8.086], [8.422, -0.795, 9.888], [9.674, -4.775, -3.337], [1.583, -1.248, -0.099], [-5.352, 4.284, 0.973], [-9.618, -2.800, -1.896], [-7.978, 0.695, 0.344], [-1.365, 1.051, -1.271], [-4.832, 3.652, -0.585], [11.614, -5.123, -1.649], [10.485, -4.827, -1.305], [-4.279, 2.555, -3.078], [10.944, -4.785, 0.833], [-5.896, 1.234, -3.286], [-6.012, 3.608, 1.384], [4.931, -0.796, 5.422], [-8.757, -1.226, -0.769], [-11.275, -1.352, -3.267], [7.573, 1.156, 9.380], [-2.666, 1.962, -1.562], [-6.191, 4.515, -6.687], [8.168, -4.314, -1.919], [5.971, -1.387, 0.548], [-5.797, -0.400, -2.318], [-9.666, 1.083, -1.247], [8.903, -4.320, 0.499], [-2.328, 4.663, -7.442], [0.736, -1.703, 1.846], [7.819, -3.695, 8.111], [4.120, -0.743, 3.392], [-3.086, 4.510, -4.965], [3.661, -0.785, 1.253], [1.227, -1.016, -1.041], [7.365, -4.172, -2.631], [-7.263, 4.478, -6.539], [6.352, -2.146, 6.633], [5.200, -0.933, 4.384], [-10.497, 0.569, -2.155], [-11.186, 1.183, -2.721], [-1.442, 0.190, 0.085], [-3.870, 4.538, -5.896], [9.039, -0.394, 10.856], [7.824, -4.131, -0.492], [-5.657, 4.424, -4.638], [5.702, -1.249, 1.588], [6.694, -3.835, -0.149], [-2.397, 3.208, 1.881], [6.315, 0.334, 7.396], [-3.991, -0.056, -3.575], [10.141, -4.643, 0.121], [6.923, -0.322, 8.007], [7.795, -2.658, 8.421], [-0.926, -1.311, 0.225], [-4.260, 4.654, -8.312], [-3.051, 0.961, -3.887], [-6.505, 4.631, -9.015], [6.970, -1.743, 7.603], [-2.553, 2.964, -3.538], [-2.031, 0.810, 1.233], [2.990, -0.447, 3.736], [-5.330, 4.486, -5.669], [-3.934, 4.716, -9.343], [-1.113, -1.893, -0.751], [7.912, -1.736, 2.235], [6.781, -1.439, 2.579], [-4.570, 4.509, 1.604], [9.405, -4.637, -2.297], [-9.635, 2.143, -1.027]], "mulliken_charge": [-0.580, -0.580, 0.327, -0.389, 0.442, -0.437, 0.354, 0.400, -0.170, -0.429, 0.575, -0.245, -0.312, 0.293, 0.361, 0.358, 0.402, 0.369, 0.157, -0.199, 0.378, -0.413, 0.129, -0.389, 0.348, 0.295, 0.399, -0.573, -0.632, 0.419, -0.642, 0.293, 0.015, -0.556, 0.360, 0.101, 0.405, 0.147, 0.267, 0.410, -0.376, -0.545, 0.408, 0.160, -0.426, -0.356, 0.409, 0.071, -0.274, -0.202, 0.424, 0.325, 0.420, 0.148, -0.577, 0.388, 0.236, 0.421, 0.421, -0.509, -0.010, -0.413, 0.423, 0.902, 0.491, -0.542, 0.495, 0.493, -0.390, -0.556, -0.571, 0.410, 0.562, -0.395, -0.147, -0.427, -1.288, -0.392, -0.332, -0.546, 0.504, 0.304, -0.600, -0.573, -0.256, 0.404, 0.325, -0.580, 0.301, 0.321, -0.371, 0.432], "smiles": "[H]/N=C\\CC1=CC(=O)C(P(N)O)=C(COC(C)=O)C1=O.O=C1C=CC(=O)C=C1.O=C1C=CC(=O)C=C1.O=C1C=CC(=O)C=C1.O=C1C=CC(=O)C=C1.O=C1C=CC(=O)C=C1", "relative_energy_ev": 3.508, "gap_ev": 6.750, "lumo_energy_ev": -2.027}

{"formula": "C3H8NO", "method": "ωB97M-V/def2-TZVPD", "symbols": ["N", "H", "H", "C", "H", "H", "C", "O", "H", "C", "H", "H", "H"], "xyz": [[0.839, 0.837, 2.078], [-1.121, -2.003, -1.688], [2.060, 1.916, 0.802], [-1.285, -0.967, -2.054], [-2.430, -0.855, -2.007], [-0.955, 0.392, 2.675], [-0.327, 0.362, 1.770], [-0.631, -0.034, -1.288], [2.622, 0.257, 1.175], [1.791, 0.865, 0.883], [1.238, 0.222, 0.018], [-0.999, -0.970, -3.178], [-0.801, -0.021, 0.815]], "mulliken_charge": [-0.532, 0.187, 0.203, -0.630, 0.142, 0.259, -0.125, -0.803, 0.220, -0.512, 0.229, 0.153, 0.208], "relative_energy_ev": 1.792, "gap_ev": 6.964, "lumo_energy_ev": 4.477, "total_charge": -1}

{"formula": "C2HCaF6NO4S2", "method": "ωB97M-V/def2-TZVPD", "symbols": ["F", "C", "O", "C", "N", "S", "Ca", "O", "O", "F", "F", "H", "S", "F", "O", "F", "F"], "xyz": [[2.385, -2.142, -0.317], [2.662, -0.866, -0.178], [1.825, 1.350, 1.048], [-2.593, 0.376, -0.299], [0.103, 0.256, -0.140], [1.328, -0.049, 0.862], [0.353, 2.526, 0.009], [-1.210, -1.858, 0.517], [1.129, -0.900, 2.012], [-3.526, -0.089, -1.135], [-3.093, 0.166, 0.921], [-2.077, 1.452, -0.881], [-1.129, -0.789, -0.466], [3.800, -0.711, 0.466], [-1.026, -1.080, -1.887], [-1.653, 2.633, 0.821], [2.722, -0.276, -1.352]], "mulliken_charge": [-0.191, 0.673, -0.902, 0.444, -0.637, 1.390, 1.563, -0.601, -0.531, -0.214, -0.205, 0.054, 1.022, -0.205, -0.633, -0.791, -0.235], "gap_ev": 8.822, "lumo_energy_ev": -1.749}

{"formula": "C2H3O2Pb", "method": "ωB97M-V/def2-TZVPD", "symbols": ["O", "O", "Pb", "H", "C", "C", "H", "H"], "xyz": [[0.231, -1.340, -0.191], [-0.667, 1.078, 0.176], [1.470, 0.320, -0.201], [-1.066, 1.927, 0.393], [-1.094, -1.160, -0.187], [-1.623, 0.092, -0.065], [-1.731, -1.915, -0.671], [-2.341, -0.265, 0.799]], "mulliken_charge": [-0.612, -0.419, 1.171, 0.370, 0.193, -0.375, 0.412, 0.261], "relative_energy_ev": 0.566, "gap_ev": [7.329, 7.328], "lumo_energy_ev": [-5.897, -5.897], "total_charge": 1}